The following is a DFT calculation (ωB97M-V with the def2-TZVPD basis set) of 10 unconnected molecules or ions with the total composition C38H86Cl6N6O20P2 at a distorted geometry.

Computed properties:
- Total charge: 0
- SMILES: CN(C)P(=O)(N(C)C)N(C)C.CN(C)P(=O)(N(C)C)N(C)C.CCOC(=O)OC.CCOC(=O)OC.CCOC(=O)OC.CCOC(=O)OC.CCOC(=O)OC.CCOC(=O)OC.ClC(Cl)Cl.ClC(Cl)Cl
- Energy: -184404.9577 eV
- Spin multiplicity: 1
- Highest occupied orbital energy: -0.3087 Ha
- LUMO level: 0.34 eV
- Kohn-Sham gap: 8.7 eV

Each atom is followed by the atoms it is bonded to, with distances in Å.
Geometry (Å):
1 H -3.351 2.898 -2.833  C65 1.098
2 H -9.224 2.732 -0.391  C132 1.112
3 H 7.622 4.819 6.085  C126 1.067
4 C -6.645 2.523 0.375  H9 1.111, N29 1.466, H51 1.065, H64 1.094
5 Cl -3.361 -2.779 3.986  C70 1.764
6 H 1.940 -3.580 -3.373  C116 1.133
7 H 3.902 -6.126 -5.264  C17 1.055
8 H -5.692 -0.104 -3.367  C122 1.117
9 H -7.398 3.012 1.029  C4 1.111
10 H -4.398 0.331 -0.090  C109 1.098
11 H 9.249 3.645 4.986  C111 1.077
12 C -6.001 4.922 -2.485  H44 1.070, H52 1.052, N105 1.474, H131 1.107
13 H -1.573 5.789 -0.292  C96 1.088
14 H 7.559 6.099 4.899  C126 1.086
15 H 8.905 -3.969 6.711  C151 1.074
16 C -2.395 -4.616 -1.029  C39 1.499, O61 1.448, H67 1.097, H142 1.050
17 C 3.016 -5.883 -5.782  H7 1.055, H37 1.095, H90 1.042, N139 1.497
18 H -3.002 -1.664 1.868  C70 1.087
19 H 6.163 3.095 1.479  C78 1.123
20 Cl -4.812 -3.119 1.479  C70 1.799
21 C -2.423 2.090 2.227  H30 1.073, H57 1.089, O112 1.425, C153 1.506
22 H -0.720 -2.003 8.193  C107 1.096
23 H 0.184 5.730 -0.582  C96 1.124
24 C 1.224 -0.954 -6.109  H35 1.127, H42 1.057, N81 1.537, H156 1.085
25 H -0.367 -4.044 2.829  C114 1.110
26 O 5.484 -2.632 7.069  C88 1.169
27 O -0.105 3.103 -1.523  C54 1.322, C144 1.415
28 H -3.939 -0.322 -3.198  C122 1.076
29 N -7.241 2.347 -0.954  C4 1.466, P46 1.662, C132 1.455
30 H -2.082 1.850 1.238  C21 1.073
31 H 4.520 2.355 1.610  C78 1.090
32 H 3.601 1.749 -3.008  C92 1.092
33 C 3.553 -1.521 -5.470  H50 1.079, H73 1.048, N81 1.533, H141 1.080
34 C -0.644 -4.171 -5.372  N48 1.468, H60 1.048, H119 1.144, H137 1.079
35 H 1.479 -0.033 -5.512  C24 1.127
36 H 8.814 4.219 3.402  C111 1.116
37 H 2.267 -6.629 -5.496  C17 1.095
38 C -2.809 4.343 1.877  O110 1.193, O112 1.341, O148 1.279
39 C -3.218 -3.878 -2.043  C16 1.499, H55 1.107, H85 1.126, H118 1.093
40 H 8.036 -2.506 6.686  C151 1.051
41 O 2.372 -3.568 -7.770  P86 1.462
42 H 1.211 -0.761 -7.147  C24 1.057
43 H 3.047 0.854 -1.666  C92 1.067
44 H -5.549 5.725 -1.943  C12 1.070
45 H 0.015 0.364 -2.647  C99 1.089
46 P -6.188 2.195 -2.230  N29 1.662, O63 1.437, N105 1.702, N121 1.692
47 H 0.115 -1.456 -2.340  C99 1.103
48 N 0.259 -3.742 -6.446  C34 1.468, C83 1.444, P86 1.652
49 H -3.963 4.302 -3.790  C65 1.107
50 H 4.141 -2.069 -4.750  C33 1.079
51 H -6.288 1.630 0.832  C4 1.065
52 H -6.988 4.951 -2.126  C12 1.052
53 O 6.407 4.243 4.631  C66 1.334, C126 1.483
54 C 1.161 2.815 -1.274  O27 1.322, O71 1.228, O100 1.331
55 H -4.302 -3.982 -1.844  C39 1.107
56 C -2.977 6.671 1.736  H62 1.097, H72 1.092, H123 1.117, O148 1.411
57 H -3.495 1.925 2.317  C21 1.089
58 H -0.540 3.586 0.489  C144 1.078
59 H -1.348 -0.597 -1.938  C99 1.058
60 H -1.507 -3.579 -5.415  C34 1.048
61 O -1.014 -4.310 -1.339  C16 1.448, C117 1.288
62 H -2.306 7.461 2.097  C56 1.097
63 O -6.990 1.900 -3.386  P46 1.437
64 H -5.809 3.227 0.403  C4 1.094
65 C -3.953 3.816 -2.796  H1 1.098, H49 1.107, N105 1.473, H155 1.131
66 C 5.792 4.534 3.484  O53 1.334, O82 1.342, O104 1.202
67 H -2.509 -5.705 -1.089  C16 1.097
68 H 4.630 4.061 1.116  C78 1.097
69 Cl -2.139 -0.787 6.850  C107 1.775
70 C -3.839 -1.986 2.483  Cl5 1.764, H18 1.087, Cl20 1.799, Cl130 1.756
71 O 1.674 3.028 -0.179  C54 1.228
72 H -3.060 6.625 0.648  C56 1.092
73 H 3.510 -0.562 -5.048  C33 1.048
74 H -5.145 -0.998 -1.894  C122 1.116
75 H -1.805 3.305 -0.704  C144 1.053
76 H 2.063 -3.238 4.805  C93 1.070
77 H 0.636 -3.021 1.680  C114 1.071
78 C 5.086 3.278 1.736  H19 1.123, H31 1.090, H68 1.097, O82 1.413
79 C 2.263 0.036 2.771  C115 1.505, H133 1.071, H135 1.069, H145 1.093
80 H -9.019 1.934 -2.044  C132 1.094
81 N 2.116 -2.051 -5.505  C24 1.537, C33 1.533, P86 1.723
82 O 5.034 3.483 3.133  C66 1.342, C78 1.413
83 C -0.393 -3.811 -7.733  N48 1.444, H91 1.077, H102 1.104, H128 1.080
84 O 0.348 -0.192 -0.741  C99 1.477, C152 1.323
85 H -2.905 -2.796 -2.024  C39 1.126
86 P 1.894 -3.513 -6.389  O41 1.462, N48 1.652, N81 1.723, N139 1.664
87 O 6.866 -4.243 6.387  C88 1.342, C151 1.473
88 C 5.663 -3.698 6.624  O26 1.169, O87 1.342, O150 1.322
89 H -1.813 0.178 3.206  C153 1.131
90 H 3.197 -5.924 -6.808  C17 1.042
91 H -1.286 -3.208 -7.707  C83 1.077
92 C 3.096 1.850 -2.045  H32 1.092, H43 1.067, O100 1.406, H143 1.074
93 C 3.093 -3.489 4.954  H76 1.070, H124 1.121, H125 1.090, C136 1.499
94 H -8.859 1.037 -0.569  C132 1.090
95 O -1.435 -1.126 0.262  C152 1.215
96 C -0.804 5.276 -0.866  H13 1.088, H23 1.124, C144 1.563, H147 1.107
97 H 1.755 -5.349 -3.339  C116 1.125
98 H -2.980 1.046 -0.927  C109 1.116
99 C -0.300 -0.480 -2.036  H45 1.089, H47 1.103, H59 1.058, O84 1.477
100 O 1.789 2.289 -2.322  C54 1.331, C92 1.406
101 H 3.041 -3.723 7.102  C136 1.081
102 H 0.207 -3.462 -8.592  C83 1.104
103 H -4.148 2.100 -0.340  C109 1.045
104 O 5.974 5.495 2.786  C66 1.202
105 N -5.303 3.649 -2.229  C12 1.474, P46 1.702, C65 1.473
106 H 2.090 -0.550 0.695  C115 1.063
107 C -0.702 -1.794 7.118  H22 1.096, Cl69 1.775, Cl113 1.756, Cl158 1.718
108 H -0.695 1.625 3.341  C153 1.103
109 C -4.078 1.144 -0.755  H10 1.098, H98 1.116, H103 1.045, N121 1.464
110 O -3.647 4.141 1.052  C38 1.193
111 C 8.940 4.536 4.464  H11 1.077, H36 1.116, C126 1.536, H146 1.095
112 O -2.039 3.436 2.494  C21 1.425, C38 1.341
113 Cl -0.650 -3.300 6.217  C107 1.756
114 C 0.188 -3.975 1.870  H25 1.110, H77 1.071, H138 1.088, O157 1.441
115 C 1.691 0.155 1.384  C79 1.505, H106 1.063, H120 1.068, O127 1.515
116 C 2.387 -4.534 -3.790  H6 1.133, H97 1.125, N139 1.491, H154 1.081
117 C -0.212 -3.973 -0.389  O61 1.288, O149 1.215, O157 1.350
118 H -3.051 -4.147 -3.089  C39 1.093
119 H -0.862 -5.284 -5.522  C34 1.144
120 H 1.684 1.169 1.050  C115 1.068
121 N -4.910 1.119 -1.959  P46 1.692, C109 1.464, C122 1.506
122 C -4.853 -0.222 -2.641  H8 1.117, H28 1.076, H74 1.116, N121 1.506
123 H -4.002 6.982 2.054  C56 1.117
124 H 3.531 -2.457 4.977  C93 1.121
125 H 3.417 -4.010 4.053  C93 1.090
126 C 7.602 5.023 5.038  H3 1.067, H14 1.086, O53 1.483, C111 1.536
127 O 0.226 -0.230 1.445  C115 1.515, C152 1.320
128 H -0.805 -4.805 -7.825  C83 1.080
129 H -2.210 1.526 4.281  C153 1.090
130 Cl -4.752 -0.555 2.934  C70 1.756
131 H -6.009 5.212 -3.553  C12 1.107
132 C -8.655 2.010 -1.015  H2 1.112, N29 1.455, H80 1.094, H94 1.090
133 H 3.312 0.252 2.770  C79 1.071
134 H 7.831 -3.499 8.101  C151 1.105
135 H 2.139 -0.895 3.281  C79 1.069
136 C 3.375 -4.246 6.216  C93 1.499, H101 1.081, H140 1.092, O150 1.431
137 H -0.200 -4.023 -4.400  C34 1.079
138 H 0.989 -4.710 1.849  C114 1.088
139 N 2.557 -4.552 -5.271  C17 1.497, P86 1.664, C116 1.491
140 H 2.838 -5.197 6.251  C136 1.092
141 H 4.095 -1.536 -6.404  C33 1.080
142 H -2.653 -4.286 -0.066  C16 1.050
143 H 3.594 2.438 -1.296  C92 1.074
144 C -0.869 3.752 -0.524  O27 1.415, H58 1.078, H75 1.053, C96 1.563
145 H 1.783 0.872 3.285  C79 1.093
146 H 9.736 5.268 4.627  C111 1.095
147 H -0.999 5.233 -1.954  C96 1.107
148 O -2.519 5.491 2.359  C38 1.279, C56 1.411
149 O 0.845 -3.399 -0.560  C117 1.215
150 O 4.753 -4.612 6.334  C88 1.322, C136 1.431
151 C 7.982 -3.506 7.006  H15 1.074, H40 1.051, O87 1.473, H134 1.105
152 C -0.389 -0.510 0.311  O84 1.323, O95 1.215, O127 1.320
153 C -1.748 1.301 3.318  C21 1.506, H89 1.131, H108 1.103, H129 1.090
154 H 3.391 -4.476 -3.393  C116 1.081
155 H -3.372 4.506 -2.114  C65 1.131
156 H 0.210 -1.151 -5.777  C24 1.085
157 O -0.689 -4.387 0.804  C114 1.441, C117 1.350
158 Cl 0.768 -0.931 6.906  C107 1.718